163
Properties=species:S:1:pos:R:3:forces:R:3:mulliken_charge:R:1 method="wB97M-V/def2-TZVPD" homo_ev=-9.87 total_charge=0 e_tot_ev=-585262.3847
C 2.775201 3.308515 6.774274 0.4 0.6 2.6 -0.436
C 2.639802 2.508008 5.708471 -0.6 -1.0 -2.2 -0.275
C 1.443416 2.536387 4.977871 0.4 0.8 1.6 0.021
C 0.404807 3.272232 5.540485 -0.2 -0.9 -2.0 -0.207
C 0.473965 3.979893 6.695763 1.2 1.1 1.8 -0.529
C 1.730038 4.052666 7.326931 -0.1 -0.4 0.0 -0.518
N -0.939180 3.190128 4.868333 0.9 0.2 2.7 1.025
O -1.122154 2.335461 4.064400 -0.3 -1.0 -1.6 -0.369
O -1.790357 3.887313 5.376998 -0.7 0.6 -0.6 -0.657
H 3.701587 3.184956 7.327934 0.0 0.5 0.1 0.390
H 3.469355 1.836447 5.490203 -0.3 0.2 -0.5 0.120
H 1.318655 2.056317 4.052881 -0.2 -0.8 -0.9 0.495
H -0.397761 4.458719 7.125292 0.1 -0.1 -0.2 0.501
H 1.931902 4.521594 8.306665 -0.6 0.0 -0.8 0.361
C 2.285707 -5.026343 -0.835954 1.5 -0.6 -0.7 -0.816
C 2.869944 -5.271426 0.408835 -1.4 1.1 0.5 0.158
C 4.201236 -5.648119 0.506593 -0.1 0.4 2.5 -0.402
C 4.912150 -5.892388 -0.597061 0.7 -0.4 0.1 -0.277
C 4.339964 -5.734290 -1.811011 1.5 -0.1 -1.3 -0.517
C 3.093863 -5.269063 -1.976640 -2.9 1.0 0.0 -0.003
N 6.347356 -6.229917 -0.511751 0.1 1.1 2.7 1.067
O 6.949237 -6.058389 0.557018 -1.1 -0.1 -0.5 -0.627
O 6.886578 -6.597554 -1.490213 0.9 -1.0 -2.5 -0.606
H 1.300425 -4.622010 -1.013225 -0.1 0.0 0.5 0.597
H 2.288103 -4.985553 1.312149 0.6 -0.5 -0.7 0.446
H 4.775539 -5.658571 1.433658 -0.6 -0.1 0.1 0.416
H 5.005972 -5.859372 -2.609231 0.5 -0.3 -1.4 0.604
H 2.683870 -5.004438 -2.973597 0.6 -0.5 0.9 -0.109
C 0.139576 -5.898606 2.686383 0.4 -1.7 -0.5 -0.183
C 1.248132 -6.383309 3.413704 -0.6 1.2 -1.0 -0.598
C 1.407733 -6.057187 4.716843 -0.7 1.4 1.5 -0.342
C 0.432786 -5.194736 5.304427 0.5 -1.4 -1.7 0.098
C -0.674204 -4.754608 4.586003 0.4 -0.3 2.4 -0.285
C -0.835119 -5.155194 3.277310 -2.0 1.6 -0.8 -0.626
N 0.509931 -4.888135 6.721975 1.7 -0.9 -1.2 1.059
O 1.581253 -5.105829 7.257945 -0.2 0.2 0.4 -0.615
O -0.482207 -4.482652 7.228023 -1.5 0.9 1.6 -0.635
H -0.025445 -6.321751 1.696916 0.2 0.5 -0.1 0.383
H 2.086644 -6.805475 2.913378 0.2 -0.9 -0.5 0.512
H 2.272201 -6.420106 5.249599 0.0 0.2 0.3 0.442
H -1.386062 -4.267295 5.271519 0.0 0.2 -1.2 0.531
H -1.757815 -4.768712 2.720912 1.5 -0.9 0.7 0.295
C 6.759602 -0.749071 3.122377 2.1 -1.0 -0.4 -0.479
C 5.992374 -0.057373 4.022895 0.1 -1.0 0.6 -0.513
C 5.835045 -0.521591 5.325534 1.0 -0.3 -1.2 -0.679
C 6.463876 -1.704802 5.614376 -0.8 -0.9 0.9 0.430
C 7.173529 -2.512728 4.732313 -0.4 3.1 -1.0 -0.710
C 7.457003 -1.947464 3.488712 -1.5 0.6 0.6 -0.760
N 6.265101 -2.266575 6.974901 0.4 -0.7 0.7 1.013
O 7.048024 -3.127522 7.331698 0.3 -0.1 -0.3 -0.607
O 5.366422 -1.883761 7.691040 -0.4 0.7 -0.5 -0.595
H 6.992822 -0.297383 2.155955 -0.3 -0.2 0.1 0.509
H 5.475713 0.788628 3.696750 -0.6 1.4 -0.3 0.744
H 5.319070 0.031868 6.059244 -0.6 0.3 0.7 0.562
H 7.501322 -3.436585 5.042019 0.9 -1.8 0.6 0.627
H 8.171221 -2.455321 2.871409 -0.1 0.0 -0.6 0.456
C -8.475088 4.152055 1.699846 -0.7 -1.9 -1.5 -0.785
C -7.416544 4.433879 2.470533 0.6 0.4 0.8 -0.507
C -6.231340 3.815189 2.252450 2.1 0.8 0.0 -0.374
C -6.064487 2.995009 1.182902 -0.1 -1.6 -1.5 -0.169
C -7.125694 2.577667 0.362896 -0.6 0.8 0.9 -0.227
C -8.344653 3.169001 0.681607 1.2 1.0 1.3 -0.806
N -4.717244 2.517101 0.842979 0.5 -0.3 -0.4 1.329
O -3.811388 3.139836 1.396364 -0.2 -1.3 -1.0 -0.465
O -4.600951 1.581793 0.017755 0.1 1.9 1.6 -0.343
H -9.432994 4.548823 1.905564 -0.8 0.5 0.0 0.486
H -7.357677 5.139603 3.249205 -0.7 0.9 0.8 0.462
H -5.384628 4.186962 2.825536 0.0 -0.6 -0.1 0.432
H -7.046890 1.870451 -0.454876 0.3 0.1 0.2 0.520
H -9.222876 2.918419 0.200935 -1.5 -0.6 -1.3 0.570
C -4.846168 3.128902 -8.331342 -1.5 0.3 -1.7 -0.215
C -4.873384 4.153051 -7.388252 0.8 -1.1 0.0 -0.844
C -4.029810 3.976306 -6.301749 0.1 -0.3 2.2 -0.021
C -3.275565 2.798719 -6.191678 -0.4 0.3 -1.5 -0.096
C -3.181499 1.860261 -7.229664 -0.3 1.6 1.7 -0.907
C -4.004483 2.039601 -8.316575 0.8 0.2 1.0 -0.544
N -2.583407 2.535810 -4.939046 -0.6 1.0 1.0 1.085
O -1.794117 1.650085 -4.823709 1.3 -1.8 -1.1 -0.572
O -2.864321 3.218612 -3.973443 -0.6 1.0 0.2 -0.306
H -5.576144 3.149563 -9.165972 0.6 0.3 0.5 0.323
H -5.532818 4.986429 -7.549426 0.0 0.2 0.3 0.461
H -3.991339 4.565464 -5.350429 -0.3 0.0 -1.3 0.334
H -2.525070 1.062561 -7.032314 0.6 -1.0 -0.3 0.878
H -3.915870 1.341709 -9.105264 -0.4 -0.5 -0.8 0.497
C -1.102479 1.469569 -0.230744 0.5 0.0 1.4 -1.036
C -1.550911 0.978987 -1.411576 1.2 -0.8 -2.2 -0.660
C -0.737258 0.251620 -2.335371 -1.3 -0.4 1.7 -0.706
C 0.524641 -0.092979 -1.897499 -1.1 1.5 0.1 -0.140
C 0.971559 0.460529 -0.705379 1.5 -0.7 0.4 -0.633
C 0.192926 1.175765 0.181525 0.8 -0.1 -0.4 0.391
N 1.434161 -0.769932 -2.787211 -0.6 -0.4 -1.3 1.200
O 1.025578 -1.124357 -3.891241 0.0 0.3 0.8 -0.293
O 2.569391 -0.944223 -2.426563 1.1 -0.2 0.5 -0.348
H -1.770058 2.049294 0.377358 -0.2 0.2 0.2 0.822
H -2.513374 1.240062 -1.720410 -1.5 0.2 -0.4 0.727
H -1.193293 -0.173078 -3.214657 0.2 0.2 -0.3 0.336
H 2.020715 0.300025 -0.480399 -0.2 0.1 0.0 0.377
H 0.708281 1.506819 1.104084 -0.8 0.0 -0.5 0.396
C 5.348052 2.210728 -4.857015 0.9 0.2 -0.3 -0.089
Cl 4.787049 3.815262 -5.269627 -0.2 0.5 0.2 -0.123
Cl 6.092063 1.508341 -6.307352 0.0 -0.2 0.2 -0.139
Cl 4.066772 1.216677 -4.246761 -0.3 -0.5 0.2 0.066
H 6.119579 2.296609 -4.089007 -0.2 0.0 -0.2 0.203
C 0.272529 3.776326 -2.765418 -1.0 0.0 1.1 0.922
Cl -0.300963 4.678470 -1.258673 0.8 -0.6 -0.7 -0.089
Cl 1.833108 2.966386 -2.615213 -0.1 0.7 0.1 0.149
Cl 0.192698 4.923538 -4.097368 0.1 -0.5 0.0 -0.137
H -0.447829 2.953070 -2.826265 0.0 0.6 -0.5 -0.953
C -0.311199 6.062794 2.886923 -0.2 0.9 1.9 0.038
Cl -1.569596 6.799176 1.938060 -0.8 0.4 0.1 -0.096
Cl 1.100986 7.108210 2.881260 0.5 0.3 0.1 -0.142
Cl 0.036628 4.551079 2.228036 0.7 -2.0 -0.8 0.039
H -0.567464 5.904288 3.975833 -0.2 0.5 -1.4 0.123
C -3.286836 -0.189179 3.083715 0.7 -0.9 0.7 0.659
Cl -2.663265 -1.194403 1.755846 -0.3 -0.1 0.2 -0.023
Cl -2.993883 -0.996150 4.690190 0.0 0.4 -0.9 -0.153
Cl -4.976808 0.190001 2.942485 -0.1 0.0 -0.1 -0.102
H -2.642313 0.665957 3.045318 -0.2 0.7 0.3 -0.457
C -5.754620 5.435751 -1.564735 1.1 2.6 -0.4 1.026
Cl -5.871846 6.813880 -0.336321 -0.1 -1.4 -0.5 -0.161
Cl -4.073748 5.301275 -2.074133 0.2 -0.1 0.1 -0.055
Cl -6.745378 5.881838 -2.941468 -0.3 -0.2 0.0 -0.131
H -5.987259 4.476562 -1.211874 -0.9 -0.8 0.9 -0.728
C -2.042472 -4.134394 -1.373136 0.5 -0.6 0.0 0.623
Cl -1.711562 -5.847618 -1.093466 -0.2 -0.5 -0.2 -0.133
Cl -1.614635 -3.684057 -3.027314 -0.3 0.1 0.4 0.072
Cl -1.112965 -3.262687 -0.198001 0.7 0.9 0.5 0.238
H -3.061879 -3.958907 -1.076329 -0.3 0.0 -0.8 -0.691
C -5.222878 -2.151898 -0.785026 0.0 1.3 -0.2 0.829
Cl -6.659206 -1.208278 -0.349700 0.0 -0.1 0.2 -0.136
Cl -5.139432 -2.271547 -2.531293 0.2 0.0 -0.4 -0.091
Cl -5.233744 -3.709324 -0.061601 -0.2 -1.0 0.7 -0.179
H -4.349370 -1.604135 -0.426536 -0.2 0.0 -0.1 -0.488
C -7.059097 1.264175 -4.553746 1.5 -1.6 0.2 -0.198
Cl -8.115452 0.370373 -3.507660 -0.5 -0.3 0.1 -0.098
Cl -6.215299 0.179346 -5.726185 -0.2 0.1 0.4 -0.073
Cl -5.883234 2.135177 -3.610649 0.4 0.4 0.2 0.000
H -7.580865 1.907029 -5.172363 -1.2 1.4 -0.8 0.369
C 3.245147 -1.753409 2.623228 -0.1 0.2 0.2 0.284
Cl 2.394409 -1.621826 1.104258 -0.1 -0.1 -0.1 0.080
Cl 2.954632 -3.282204 3.373126 -0.3 -0.9 0.6 -0.011
Cl 2.701791 -0.452678 3.736187 0.3 -0.3 -0.4 0.082
H 4.312979 -1.761147 2.434191 0.0 0.8 0.1 -0.364
C -2.191659 -2.471784 -7.131474 -0.3 -0.7 0.1 -0.219
Cl -1.246782 -2.716446 -8.594603 0.3 0.4 -0.1 -0.125
Cl -3.536179 -1.363197 -7.365710 -0.8 -0.4 -0.7 -0.041
Cl -1.357629 -1.785295 -5.768803 1.0 -0.2 0.3 0.058
H -2.504906 -3.499980 -6.910080 -0.4 0.7 0.3 0.300
C 2.822785 -2.965509 -5.811748 0.6 1.0 -0.2 0.788
Cl 1.894961 -1.834057 -6.825188 0.4 -0.1 0.1 -0.137
Cl 4.071390 -3.741455 -6.800955 0.0 0.0 0.2 -0.158
Cl 1.772393 -4.112512 -5.073685 -0.7 -0.7 0.1 -0.165
H 3.311098 -2.417369 -4.993880 -0.2 0.0 -0.5 -0.464
C 3.706399 3.214005 0.769613 -1.2 0.9 -1.5 0.549
Cl 4.014958 1.531243 0.985206 0.7 -0.8 0.1 0.019
Cl 4.612170 3.971189 -0.606345 -0.2 -0.6 0.5 -0.139
Cl 3.951556 4.166834 2.198449 0.0 0.0 0.5 -0.111
H 2.639795 3.216178 0.463864 0.7 0.6 0.3 -0.354
C 5.850548 -1.127005 -1.965469 -0.5 -1.2 -1.1 1.027
Cl 6.197538 -2.182142 -3.348157 0.0 -0.2 -0.3 -0.139
Cl 7.077222 0.034173 -1.835447 1.5 0.9 1.0 -0.135
Cl 5.371211 -2.134312 -0.632694 0.4 -0.1 0.9 0.031
H 5.008630 -0.559926 -2.204296 -1.5 0.5 -0.5 -0.864